[1]
ORCA calculation (the ωB97M-V functional and the def2-TZVPD basis) on a 4-piece molecular cluster, C35H31F24NO6 overall in a non-equilibrium geometry.

Structure (XYZ):
```
97
Properties=species:S:1:pos:R:3
C 4.941 -4.307 5.123
C 4.177 -4.732 3.993
C 3.196 -5.394 2.810
C 2.057 -6.273 3.587
C 0.546 -6.188 2.982
C 0.041 -4.715 2.492
C -0.864 -4.661 1.086
C -1.263 -6.013 0.212
C -1.734 -7.123 -0.535
C -1.465 -3.227 0.470
C -1.211 -1.796 1.227
C -0.329 -1.897 2.605
C 0.283 -3.278 3.240
C 1.107 -3.200 4.654
C 2.161 -2.137 4.857
C -0.295 -0.333 3.090
O 0.112 0.263 4.214
N -0.912 0.505 1.992
C -0.185 1.755 1.550
C 1.451 1.670 1.608
C 2.092 0.753 0.367
O 2.966 -0.337 0.849
C -1.685 -0.262 0.899
O -2.524 0.256 -0.002
H 5.147 -4.039 6.268
H 2.798 -4.522 2.142
H 3.932 -6.037 2.129
H 2.428 -7.408 3.561
H 2.026 -6.000 4.749
H 0.462 -7.039 2.149
H -0.194 -6.544 3.845
H -2.040 -8.073 -1.146
H -2.098 -3.188 -0.540
H 0.965 -3.956 5.565
H 3.057 -1.954 4.121
H 2.038 -1.417 5.772
H -0.589 2.718 2.128
H -0.472 1.942 0.414
H 1.896 1.331 2.635
H 1.861 2.773 1.418
H 2.799 1.469 -0.276
H 1.255 0.389 -0.386
H 3.395 -0.808 0.074
C 6.145 4.413 5.036
C 6.158 3.311 3.969
C 6.260 3.811 2.527
F 5.223 4.605 2.172
F 6.251 2.763 1.658
F 5.075 2.509 4.139
F 7.249 2.519 4.220
O 4.859 4.808 5.521
C 4.171 5.768 4.719
C 2.888 5.210 4.087
F 3.140 4.116 3.322
F 2.305 6.125 3.269
F 5.030 6.280 3.806
F 3.856 6.796 5.554
H 6.647 3.999 5.918
H 6.758 5.278 4.756
H 7.192 4.362 2.365
H 2.165 4.922 4.853
C -6.497 1.915 -1.351
C -6.328 0.405 -1.560
C -4.935 -0.031 -2.015
F -4.577 0.511 -3.202
F -4.891 -1.382 -2.186
F -7.289 -0.039 -2.412
F -6.590 -0.202 -0.358
O -7.078 2.643 -2.436
C -6.171 3.028 -3.468
C -6.464 2.339 -4.809
F -6.432 0.986 -4.695
F -5.534 2.668 -5.744
F -4.902 2.831 -3.039
F -6.313 4.375 -3.609
H -7.216 2.037 -0.532
H -5.583 2.393 -0.981
H -4.177 0.229 -1.270
H -7.449 2.619 -5.188
C -2.463 0.870 -6.066
C -2.851 0.146 -7.361
C -2.567 -1.357 -7.370
F -1.254 -1.643 -7.209
F -2.931 -1.903 -8.563
F -2.261 0.768 -8.415
F -4.200 0.322 -7.534
O -1.195 1.531 -6.066
C -0.073 0.699 -5.774
C 0.889 0.555 -6.962
F 0.261 0.055 -8.058
F 1.901 -0.305 -6.674
F -0.513 -0.491 -5.302
F 0.576 1.296 -4.736
H -3.188 1.682 -5.934
H -2.595 0.242 -5.177
H -3.134 -1.870 -6.588
H 1.323 1.518 -7.237
```

Molar mass in g/mol: 1017.586
SMILES: C#CCCCc1c(C#C)cc2c(c1C=C)C(=O)N(CCCO)C2=O.FC(F)C(F)(F)COC(F)(F)C(F)F.FC(F)C(F)(F)COC(F)(F)C(F)F.FC(F)C(F)(F)COC(F)(F)C(F)F
HOMO energy in eV: -8.215
Net charge: 0

[2]
ORCA calculation (the ωB97M-V functional and the def2-TZVPD basis) on an isolated molecule of C3H6N6S in a non-equilibrium geometry.

Structure (XYZ):
```
16
Properties=species:S:1:pos:R:3
C 2.343 -0.431 0.012
C -0.814 0.951 -0.117
C -3.170 0.058 0.186
N 2.654 0.879 -0.147
N 1.016 -0.576 -0.088
N 1.573 1.550 -0.317
N 0.607 0.682 -0.151
N 3.275 -1.355 0.113
N -1.626 -0.070 0.061
S -1.419 2.471 -0.417
H -3.551 0.330 -0.823
H -3.685 -0.819 0.782
H -3.319 0.971 0.860
H 4.288 -1.198 0.251
H 3.100 -2.338 -0.258
H -1.271 -1.104 0.054
```

Molar mass in g/mol: 158.190
SMILES: CNC(=S)n1nnc(N)n1
HOMO energy in eV: -8.487
ΔE to the lowest compared entry with this formula, charge and spin in kcal per mole: 15.3
Net charge: 0

[3]
ORCA calculation (the ωB97M-V functional and the def2-TZVPD basis) on an isolated molecule of C3H4FN3S in a non-equilibrium geometry.

Structure (XYZ):
```
12
Properties=species:S:1:pos:R:3
C 0.374 0.928 0.129
C 0.109 -0.419 0.015
C -1.074 -1.246 0.058
H -1.803 1.385 -0.209
H 2.290 1.809 0.208
H -1.027 -1.995 -0.745
H -1.042 -1.878 0.931
N 1.703 1.018 0.139
N 2.278 -0.159 -0.145
N 1.317 -1.053 -0.231
F -2.312 -0.630 -0.040
S -0.813 2.241 -0.111
```

Molar mass in g/mol: 133.151
SMILES: FCc1nn[nH]c1S
HOMO energy in eV: -8.890
ΔE to the lowest compared entry with this formula, charge and spin in kcal per mole: 33.6
Net charge: 0

[4]
ORCA calculation (the ωB97M-V functional and the def2-TZVPD basis) on an isolated molecule of C4H8O2S in a non-equilibrium geometry.

Structure (XYZ):
```
15
Properties=species:S:1:pos:R:3
C -2.835 -0.080 -0.038
C -0.565 0.104 -0.324
C 0.773 1.698 0.877
C 1.574 -1.685 -0.867
O -1.735 -0.231 -0.722
O -0.258 0.643 0.862
S 0.675 -0.206 -1.594
H -2.581 0.112 1.022
H -3.754 -0.694 -0.236
H 1.020 2.317 0.036
H 1.762 1.351 1.100
H 0.443 2.331 1.810
H 2.595 -1.579 -1.276
H 1.237 -2.657 -0.856
H 1.649 -1.424 0.207
```

Molar mass in g/mol: 120.173
HOMO energy (spin up / spin down) in eV: -7.306 / -6.739
ΔE to the lowest compared entry with this formula, charge and spin in kcal per mole: 129.8
Net charge: 0